# 1
The following is a quantum chemistry calculation of a molecular structure, C37H35N6O5RuSi, from the Open Molecules 2025 dataset.

Computed properties:
HOMO energy (alpha / beta) ... -0.3721 / -0.3721 Ha
Net charge ... +1
F_max ... 0.0421 Eh/bohr
E_LUMO (alpha / beta) ... -4.388 / -4.391 eV

Structure (XYZ):
```
85
C37H35N6O5RuSi (ωB97M-V with the def2-TZVPD basis set)
Ru 0.139 0.112 -1.099
C -0.969 -4.981 6.473
O -1.573 -4.254 5.410
C -1.629 -2.907 5.514
C -2.280 -2.251 4.465
C -2.384 -0.878 4.455
C -1.837 -0.131 5.505
C -1.243 -0.794 6.572
C -1.112 -2.175 6.580
N -1.877 1.290 5.665
N -2.008 2.089 4.729
C -1.870 1.724 3.364
C -2.858 2.096 2.484
C -2.783 1.779 1.120
C -1.672 1.142 0.627
O -1.529 0.835 -0.671
C -0.617 0.831 1.499
N 0.453 0.195 0.925
C 1.475 -0.130 1.680
C 1.513 0.168 3.052
C 0.452 0.788 3.646
C -0.683 1.121 2.870
H -1.039 -6.027 6.193
H -1.503 -4.817 7.410
H 0.081 -4.704 6.590
H -2.711 -2.849 3.674
H -2.921 -0.401 3.649
H -0.876 -0.204 7.401
H -0.633 -2.661 7.415
H -3.727 2.609 2.874
H -3.587 2.038 0.444
H 2.304 -0.615 1.191
H 2.392 -0.095 3.622
H 0.481 1.030 4.699
C -0.091 -4.762 -0.688
Si 0.392 -3.000 -0.267
C -0.802 -2.651 1.135
C 2.200 -3.046 0.154
N 0.141 -1.734 -1.558
C -0.073 -2.012 -2.919
C 0.026 -3.270 -3.522
C -0.211 -3.430 -4.873
C -0.544 -2.343 -5.672
C -0.626 -1.075 -5.123
C -0.374 -0.939 -3.773
O -0.424 0.269 -3.116
C -0.450 1.498 -3.809
C -1.601 2.251 -3.749
C -1.593 3.490 -4.380
C -0.458 3.936 -5.039
C 0.688 3.152 -5.075
C 0.701 1.914 -4.453
H -0.013 -5.276 0.276
H 0.566 -5.295 -1.372
H -1.122 -4.867 -1.028
H -0.462 -3.176 2.031
H -1.761 -3.090 0.848
H -0.997 -1.619 1.403
H 2.354 -3.461 1.151
H 2.718 -2.092 0.077
H 2.691 -3.720 -0.553
H 0.292 -4.132 -2.938
H -0.133 -4.417 -5.308
H -0.733 -2.479 -6.728
H -0.872 -0.212 -5.726
H -2.465 1.883 -3.213
H -2.482 4.106 -4.352
H -0.464 4.902 -5.525
H 1.576 3.509 -5.580
H 1.583 1.284 -4.458
O 2.279 0.182 -1.124
N 2.809 1.294 -1.512
N 2.023 2.272 -1.481
O 0.776 2.135 -1.098
C 2.443 3.572 -1.941
C 1.582 4.636 -1.740
C 1.968 5.888 -2.196
C 3.185 6.059 -2.837
C 4.028 4.972 -3.030
C 3.664 3.713 -2.585
H 0.629 4.480 -1.257
H 1.308 6.732 -2.048
H 3.478 7.039 -3.189
H 4.976 5.101 -3.535
H 4.308 2.859 -2.735
```

***

# 2
The following is a quantum chemistry calculation of a molecular structure, C37H36F3FeN4O7STe, from the Open Molecules 2025 dataset.

Computed properties:
2S+1 ... 6
HOMO energy (alpha / beta) ... -0.0826 / -0.1335 Ha
Net charge ... -2
F_max ... 0.0257 Eh/bohr
E_LUMO (alpha / beta) ... 3.431 / 3.428 eV

Structure (XYZ):
```
90
C37H36F3FeN4O7STe (ωB97M-V with the def2-TZVPD basis set)
Fe 1.356 1.330 0.886
O -3.120 1.782 -1.381
C -3.476 2.636 -0.390
C -4.778 3.112 -0.284
C -5.112 4.036 0.694
C -4.143 4.509 1.562
C -2.846 4.027 1.465
C -2.500 3.078 0.513
C -1.134 2.441 0.577
O -0.128 3.152 0.793
O -1.067 1.195 0.476
H -3.902 1.484 -1.857
H -5.532 2.752 -0.977
H -6.132 4.392 0.765
H -4.396 5.243 2.317
H -2.075 4.366 2.145
F 3.225 3.030 0.660
C 3.574 1.644 0.791
F 4.900 1.614 0.537
F 3.513 1.503 2.211
O -0.050 0.909 11.343
S -0.956 1.553 10.403
O -0.429 2.759 9.790
O -2.336 1.657 10.856
C -1.100 0.340 9.038
N -1.563 -0.859 9.389
C -1.743 -1.721 8.399
C -1.446 -1.423 7.081
C -0.928 -0.155 6.821
N -0.778 0.725 7.817
C -0.490 0.258 5.479
C 0.373 1.346 5.331
C 0.853 1.663 4.078
N 0.526 0.982 2.975
C -0.354 -0.014 3.101
C -0.882 -0.404 4.314
H -2.137 -2.693 8.679
H -1.574 -2.155 6.296
H 0.650 1.904 6.215
H 1.527 2.497 3.930
H -0.633 -0.517 2.183
H -1.601 -1.212 4.340
C 2.106 -1.924 1.824
C 1.186 -1.830 0.609
O 0.470 -2.823 0.312
N 1.256 -0.697 -0.074
Te -0.112 -0.755 -1.723
C -0.657 -1.874 -3.687
C -0.964 -3.237 -3.725
C -0.777 -4.131 -2.523
C -1.471 -3.812 -4.894
C -1.709 -3.058 -6.029
C -2.270 -3.679 -7.282
C -1.440 -1.696 -5.974
C -0.926 -1.095 -4.829
C -0.688 0.395 -4.865
C 1.729 -0.272 -2.739
C 2.089 1.063 -2.958
C 1.233 2.224 -2.527
C 3.308 1.353 -3.573
C 4.190 0.354 -3.940
C 5.516 0.672 -4.582
C 3.842 -0.963 -3.670
C 2.636 -1.292 -3.065
C 2.366 -2.742 -2.769
H 2.319 -2.968 2.046
H 1.614 -1.473 2.687
H 3.028 -1.377 1.631
H -0.487 -3.559 -1.644
H -0.008 -4.883 -2.715
H -1.706 -4.661 -2.298
H -1.695 -4.876 -4.902
H -2.264 -4.768 -7.212
H -1.689 -3.386 -8.158
H -3.302 -3.358 -7.447
H -1.645 -1.081 -6.847
H -1.116 0.827 -5.772
H 0.380 0.614 -4.854
H -1.133 0.883 -3.997
H 0.273 1.880 -2.150
H 1.057 2.926 -3.345
H 1.729 2.776 -1.723
H 3.582 2.390 -3.743
H 5.612 1.742 -4.765
H 5.623 0.143 -5.532
H 6.334 0.358 -3.930
H 4.541 -1.757 -3.919
H 3.303 -3.283 -2.630
H 1.819 -3.201 -3.596
H 1.765 -2.851 -1.866
```

***

# 3
The following is a quantum chemistry calculation of 2 unconnected molecules or ions with the total composition C37H36N2P, from the Open Molecules 2025 dataset.

Computed properties:
HOMO energy ... -0.3673 Ha
Net charge ... +1
F_max ... 0.0483 Eh/bohr
E_LUMO ... -4.126 eV

Structure (XYZ):
```
76
C37H36N2P (ωB97M-V with the def2-TZVPD basis set)
C 4.020 1.719 3.786
C 4.177 0.897 2.689
C 3.077 0.264 2.135
C 1.827 0.458 2.680
P 0.475 -0.394 1.846
C 0.528 -1.999 2.668
C -0.308 -2.961 2.145
C -0.317 -4.235 2.689
C 0.510 -4.537 3.753
C 1.348 -3.569 4.270
C 1.356 -2.295 3.729
C -0.944 0.349 2.676
C -1.404 1.525 2.127
C -2.503 2.160 2.681
C -3.133 1.615 3.782
C -2.668 0.435 4.327
C -1.569 -0.199 3.776
C 1.665 1.279 3.776
C 2.764 1.913 4.328
H 4.874 2.225 4.209
H 5.152 0.755 2.254
H 3.188 -0.382 1.275
H -0.944 -2.716 1.307
H -0.958 -4.992 2.270
H 0.517 -5.533 4.165
H 2.012 -3.809 5.084
H 2.016 -1.541 4.127
H -0.905 1.940 1.263
H -2.873 3.071 2.242
H -4.000 2.100 4.203
H -3.171 -0.003 5.173
H -1.208 -1.123 4.199
H 0.684 1.434 4.195
H 2.636 2.571 5.171
C -4.495 -4.098 -3.823
N -3.087 -4.117 -3.452
C -2.374 -5.379 -3.166
C -0.940 -4.926 -2.822
C -1.011 -3.422 -2.770
C -2.300 -2.999 -3.161
C -2.644 -1.647 -3.116
C -1.707 -0.734 -2.713
C -0.380 -1.123 -2.378
C 0.640 -0.204 -2.024
C 0.717 1.195 -2.222
C 1.814 1.893 -1.655
C 1.950 3.239 -1.858
C 0.989 3.956 -2.603
N 1.299 5.320 -2.569
C 0.399 6.413 -2.920
C 2.523 5.585 -1.783
C 3.013 4.184 -1.365
C -0.073 3.282 -3.210
C -0.195 1.930 -3.031
C -0.073 -2.509 -2.370
H -4.733 -3.187 -4.370
H -4.727 -4.954 -4.456
H -5.110 -4.142 -2.926
H -2.864 -5.873 -2.320
H -2.419 -6.049 -4.033
H -0.595 -5.332 -1.864
H -0.230 -5.246 -3.593
H -3.648 -1.346 -3.357
H -2.016 0.284 -2.556
H 1.506 -0.644 -1.560
H 2.538 1.372 -1.055
H -0.560 6.030 -3.262
H 0.229 7.039 -2.044
H 0.840 7.022 -3.709
H 3.250 6.128 -2.400
H 2.267 6.207 -0.918
H 3.139 4.094 -0.280
H 3.975 3.946 -1.833
H -0.762 3.823 -3.834
H -0.962 1.412 -3.575
H 0.895 -2.848 -2.043
```

***

Question: What is the formula in the third record?
Answer: C37H36N2P

***

Copy entry 2 word for word.
The following is a quantum chemistry calculation of a molecular structure, C37H36F3FeN4O7STe, from the Open Molecules 2025 dataset.

Computed properties:
2S+1 ... 6
HOMO energy (alpha / beta) ... -0.0826 / -0.1335 Ha
Net charge ... -2
F_max ... 0.0257 Eh/bohr
E_LUMO (alpha / beta) ... 3.431 / 3.428 eV

Structure (XYZ):
```
90
C37H36F3FeN4O7STe (ωB97M-V with the def2-TZVPD basis set)
Fe 1.356 1.330 0.886
O -3.120 1.782 -1.381
C -3.476 2.636 -0.390
C -4.778 3.112 -0.284
C -5.112 4.036 0.694
C -4.143 4.509 1.562
C -2.846 4.027 1.465
C -2.500 3.078 0.513
C -1.134 2.441 0.577
O -0.128 3.152 0.793
O -1.067 1.195 0.476
H -3.902 1.484 -1.857
H -5.532 2.752 -0.977
H -6.132 4.392 0.765
H -4.396 5.243 2.317
H -2.075 4.366 2.145
F 3.225 3.030 0.660
C 3.574 1.644 0.791
F 4.900 1.614 0.537
F 3.513 1.503 2.211
O -0.050 0.909 11.343
S -0.956 1.553 10.403
O -0.429 2.759 9.790
O -2.336 1.657 10.856
C -1.100 0.340 9.038
N -1.563 -0.859 9.389
C -1.743 -1.721 8.399
C -1.446 -1.423 7.081
C -0.928 -0.155 6.821
N -0.778 0.725 7.817
C -0.490 0.258 5.479
C 0.373 1.346 5.331
C 0.853 1.663 4.078
N 0.526 0.982 2.975
C -0.354 -0.014 3.101
C -0.882 -0.404 4.314
H -2.137 -2.693 8.679
H -1.574 -2.155 6.296
H 0.650 1.904 6.215
H 1.527 2.497 3.930
H -0.633 -0.517 2.183
H -1.601 -1.212 4.340
C 2.106 -1.924 1.824
C 1.186 -1.830 0.609
O 0.470 -2.823 0.312
N 1.256 -0.697 -0.074
Te -0.112 -0.755 -1.723
C -0.657 -1.874 -3.687
C -0.964 -3.237 -3.725
C -0.777 -4.131 -2.523
C -1.471 -3.812 -4.894
C -1.709 -3.058 -6.029
C -2.270 -3.679 -7.282
C -1.440 -1.696 -5.974
C -0.926 -1.095 -4.829
C -0.688 0.395 -4.865
C 1.729 -0.272 -2.739
C 2.089 1.063 -2.958
C 1.233 2.224 -2.527
C 3.308 1.353 -3.573
C 4.190 0.354 -3.940
C 5.516 0.672 -4.582
C 3.842 -0.963 -3.670
C 2.636 -1.292 -3.065
C 2.366 -2.742 -2.769
H 2.319 -2.968 2.046
H 1.614 -1.473 2.687
H 3.028 -1.377 1.631
H -0.487 -3.559 -1.644
H -0.008 -4.883 -2.715
H -1.706 -4.661 -2.298
H -1.695 -4.876 -4.902
H -2.264 -4.768 -7.212
H -1.689 -3.386 -8.158
H -3.302 -3.358 -7.447
H -1.645 -1.081 -6.847
H -1.116 0.827 -5.772
H 0.380 0.614 -4.854
H -1.133 0.883 -3.997
H 0.273 1.880 -2.150
H 1.057 2.926 -3.345
H 1.729 2.776 -1.723
H 3.582 2.390 -3.743
H 5.612 1.742 -4.765
H 5.623 0.143 -5.532
H 6.334 0.358 -3.930
H 4.541 -1.757 -3.919
H 3.303 -3.283 -2.630
H 1.819 -3.201 -3.596
H 1.765 -2.851 -1.866
```

***

Question: Which of these has the lowest net charge?
Answer: C37H36F3FeN4O7STe